## one
The following is a quantum chemistry calculation of a cluster of 8 separate species, C24H68N4O12 in total, from the OMol25 dataset.

Summary:
- Charge: 0
- HOMO-LUMO gap: 9.040 eV
- Molar mass: 604.8 g mol⁻¹
- Spin multiplicity: 1
- LUMO level: 0.32 eV
- SMILES: COCCNCCOC.COCCNCCOC.COCCNCCOC.COCCNCCOC.O.O.O.O

```
108
Properties=species:S:1:pos:R:3:lowdin_charge:R:1
O 18.11413 13.79674 13.40979 -0.07
H 18.33528 14.72537 13.33921 0.03
H 17.40278 13.67105 12.78176 -0.05
O 13.56502 12.93805 12.82848 -0.02
H 12.94795 13.08714 12.11207 0.06
H 13.08836 13.20360 13.61494 0.02
O 15.24610 12.09748 9.79348 -0.03
H 15.88342 11.38482 9.84017 0.00
H 14.45906 11.69213 9.42951 0.01
O 15.90263 13.95794 12.00731 -0.06
H 15.60499 13.60318 11.16958 0.02
H 15.17493 13.79737 12.60807 0.00
C 14.14962 16.26555 11.05895 -0.14
O 13.12695 17.16005 10.74356 -0.19
C 13.34930 17.73684 9.46466 -0.20
C 12.40665 18.98430 9.41519 -0.22
N 11.01519 18.52109 9.42250 -0.04
C 10.13897 19.75795 9.49792 -0.20
C 8.65172 19.46801 9.50197 -0.20
O 8.30040 19.27127 8.09410 -0.21
C 6.98222 18.97388 7.71158 -0.12
H 15.17870 16.57878 10.88291 0.10
H 13.94789 15.31591 10.56336 0.08
H 14.11967 15.98562 12.11196 0.06
H 13.10293 17.06617 8.64150 0.13
H 14.33407 18.18480 9.33176 0.12
H 12.61729 19.46063 8.45768 0.11
H 12.61147 19.80712 10.10011 0.11
H 10.82874 17.83290 10.13784 0.10
H 10.26805 20.54244 8.75226 0.12
H 10.28353 20.23463 10.46745 0.11
H 8.10664 20.36397 9.79903 0.12
H 8.44712 18.65386 10.19724 0.12
H 6.68538 18.02634 8.16121 0.08
H 6.92722 18.91519 6.62455 0.09
H 6.30365 19.76081 8.04078 0.08
C 11.85562 10.85308 8.64888 -0.08
O 13.03118 10.28252 9.26282 -0.24
C 13.70971 9.26872 8.49677 -0.19
C 14.67942 8.56538 9.44304 -0.17
N 15.99225 8.38924 8.76170 -0.07
C 16.96238 7.91082 9.63741 -0.23
C 17.29140 8.86389 10.80130 -0.20
O 17.32496 10.16468 10.26744 -0.21
C 17.82699 11.07486 11.16523 -0.12
H 11.30350 11.59054 9.23148 0.08
H 11.12474 10.07101 8.44326 0.09
H 12.23654 11.44110 7.81387 0.09
H 14.15853 9.68561 7.59518 0.12
H 13.03874 8.53179 8.05538 0.12
H 14.24875 7.57321 9.57803 0.12
H 14.79471 9.08581 10.39381 0.11
H 16.16252 9.36947 8.58781 0.09
H 17.83697 7.74566 9.00819 0.12
H 16.57845 6.97754 10.04932 0.12
H 18.21405 8.62490 11.33018 0.13
H 16.46351 8.78644 11.50606 0.10
H 17.69506 12.11782 10.87727 0.09
H 18.91095 10.96050 11.17319 0.10
H 17.47856 11.03288 12.19718 0.08
C 16.03123 16.49400 18.67406 -0.10
O 14.80296 16.00549 18.20495 -0.20
C 14.34611 14.85724 18.88102 -0.24
C 13.40583 14.01866 18.09969 -0.24
N 13.96615 13.28779 17.01522 -0.03
C 14.46576 14.11019 15.90261 -0.16
C 13.53750 15.19246 15.30747 -0.21
O 12.34037 14.65849 14.79428 -0.19
C 11.68365 15.64333 14.10828 -0.13
H 16.22170 17.50347 18.30964 0.09
H 16.84026 15.80944 18.41922 0.09
H 16.00705 16.48721 19.76377 0.08
H 13.83165 15.24866 19.75864 0.13
H 15.13425 14.26857 19.35049 0.13
H 12.60875 14.74223 17.92880 0.12
H 12.87531 13.23204 18.63624 0.12
H 13.17567 12.83348 16.58066 0.10
H 14.94317 13.49798 15.13751 0.09
H 15.27300 14.68658 16.35454 0.11
H 14.16457 15.79704 14.65222 0.13
H 13.24077 15.87094 16.10729 0.11
H 12.07646 15.92292 13.13072 0.07
H 11.64428 16.54260 14.72298 0.10
H 10.72047 15.22573 13.81504 0.10
C 13.61512 10.00128 18.51584 -0.11
O 14.71332 9.53698 19.26943 -0.20
C 15.12325 8.16995 19.08333 -0.18
C 15.79285 7.91751 17.68167 -0.22
N 17.07948 8.61764 17.45461 -0.04
C 17.65019 8.21840 16.08402 -0.14
C 16.77791 8.84476 14.93774 -0.22
O 16.91195 10.24916 15.02429 -0.18
C 15.90540 10.92381 14.30610 -0.12
H 13.46838 11.07601 18.62314 0.06
H 12.69078 9.42388 18.53335 0.09
H 13.98746 9.89091 17.49737 0.06
H 14.31121 7.48010 19.31312 0.11
H 15.85669 8.01011 19.87365 0.12
H 15.07737 8.13247 16.88795 0.09
H 15.99914 6.84748 17.70566 0.11
H 16.81831 9.59055 17.38149 0.09
H 17.56574 7.13512 15.99754 0.10
H 18.70412 8.49357 16.04383 0.11
H 15.73574 8.52567 14.92475 0.11
H 17.20797 8.61007 13.96405 0.10
H 16.14859 11.96214 14.08062 0.06
H 15.01814 11.00773 14.93365 0.08
H 15.63569 10.39935 13.38943 0.08
```

## two
The following is a quantum chemistry calculation of a cluster of 8 separate species, C24H68N4O12 in total, from the OMol25 dataset.

Summary:
- Charge: 0
- HOMO-LUMO gap: 8.170 eV
- Molar mass: 604.8 g mol⁻¹
- Spin multiplicity: 1
- LUMO level: -0.08 eV
- SMILES: COC[C@H](C)N.COC[C@H](C)N.COC[C@H](C)N.COC[C@H](C)N.OCCO.OCCO.OCCO.OCCO

```
108
Properties=species:S:1:pos:R:3:lowdin_charge:R:1
C -0.65206 0.96355 2.07772 -0.39
C -0.40989 -0.24039 1.21418 -0.23
O -0.03994 0.24840 -0.01181 -0.08
O -0.95720 0.63060 3.23202 0.02
H -1.40640 1.60658 1.54048 0.14
H 0.21722 1.55772 2.16168 0.10
H -1.18455 -0.94800 1.20423 0.09
H 0.48067 -0.78421 1.56848 0.10
H 0.83645 0.61293 0.06118 0.02
H -0.13551 0.60615 3.76098 0.08
C 2.30321 0.26127 3.74430 -0.34
C 3.31971 1.45313 3.78241 -0.21
O 4.47741 1.12917 3.07090 -0.06
O 1.43849 0.62671 4.58057 -0.01
H 2.68331 -0.76070 4.05655 0.15
H 1.93402 0.15341 2.79476 0.07
H 3.45629 1.72419 4.84975 0.13
H 2.79297 2.29948 3.24311 0.12
H 5.04553 1.87509 3.28312 0.09
H 1.66768 0.19533 5.38820 0.12
C -3.55392 -1.61654 2.71000 -0.37
C -2.83304 -2.43727 3.79209 -0.18
O -2.78800 -3.81849 3.38780 -0.05
O -4.74686 -1.99151 2.60531 0.04
H -3.07397 -1.72405 1.77583 0.08
H -3.47976 -0.57712 2.98238 0.12
H -3.19672 -2.32457 4.75367 0.10
H -1.79865 -2.12951 3.87535 0.08
H -1.89620 -4.12920 3.43030 0.05
H -4.86629 -2.69155 3.22976 0.10
C -3.41564 -1.78485 -1.43643 -0.35
C -2.02352 -1.32682 -1.80614 -0.23
O -1.76391 -1.80739 -3.10828 -0.05
O -4.29223 -0.95712 -1.80014 0.00
H -3.50984 -1.78588 -0.39871 0.08
H -3.65485 -2.76554 -1.80910 0.14
H -1.23806 -1.75715 -1.15557 0.08
H -1.85725 -0.23907 -1.79505 0.09
H -0.86247 -1.47590 -3.27388 0.04
H -3.89298 -0.10858 -1.60305 0.01
C 2.28063 0.84019 -5.35335 -0.04
C 1.00197 1.00789 -4.55511 -0.43
C 1.06296 0.23619 -3.25728 -0.22
O 0.84749 -1.12277 -3.46322 -0.17
C 1.29223 -1.85083 -2.34356 -0.10
N 0.77418 2.41693 -4.28128 0.02
H 2.53131 -0.21803 -5.35175 0.08
H 3.12005 1.31656 -4.90988 0.07
H 2.12932 1.20998 -6.33894 0.07
H 0.08422 0.61102 -5.01888 0.15
H 0.30628 0.48969 -2.54068 0.11
H 2.06780 0.44490 -2.81200 0.13
H 0.83703 -1.51363 -1.43198 0.06
H 2.37435 -1.84425 -2.18988 0.09
H 0.97119 -2.85746 -2.51656 0.10
H 0.76938 3.05646 -5.14281 0.13
H 1.50126 2.89659 -3.75123 0.07
C -3.34870 3.33664 -4.01350 -0.07
C -2.24384 2.59492 -3.18918 -0.45
C -2.59838 2.38344 -1.67273 -0.15
O -3.63106 1.41595 -1.41497 -0.21
C -3.91185 1.19280 -0.00287 -0.04
N -2.00335 1.37758 -3.80712 0.07
H -3.78084 4.20980 -3.55417 0.05
H -4.24615 2.69555 -4.24944 0.09
H -2.96466 3.60099 -4.99218 0.06
H -1.40428 3.33222 -3.27396 0.13
H -2.84802 3.37721 -1.25078 0.13
H -1.61937 2.05555 -1.23834 0.11
H -3.07409 0.69793 0.47620 0.07
H -4.78873 0.54220 0.12328 0.11
H -4.10565 2.07837 0.53920 0.08
H -2.33965 0.70612 -3.11246 0.05
H -0.96016 1.33021 -3.93934 0.04
C 0.82743 3.31713 -0.36019 -0.04
C 2.16968 3.45549 0.42772 -0.36
C 3.16275 2.27606 0.19579 -0.19
O 2.43370 1.08792 0.27602 -0.21
C 3.19921 -0.03398 -0.09024 -0.07
N 2.75237 4.75520 -0.03889 0.02
H 1.00391 2.97551 -1.32119 0.04
H 0.39802 4.30401 -0.46191 0.08
H 0.08827 2.74978 0.21234 0.05
H 2.00903 3.46834 1.55952 0.14
H 3.89356 2.40006 0.90539 0.08
H 3.61204 2.32906 -0.77209 0.12
H 2.58114 -0.86419 0.29246 0.09
H 4.16427 -0.18684 0.40718 0.11
H 3.34165 -0.02915 -1.15237 0.07
H 3.17640 4.56498 -1.00266 0.10
H 3.59680 4.96465 0.47942 0.05
C -0.16930 -3.74473 0.42087 -0.03
C 1.18578 -3.40563 0.90895 -0.48
C 1.43580 -3.57859 2.39602 -0.21
O 0.67646 -2.61548 3.06346 -0.21
C 0.65466 -2.69594 4.54230 -0.06
N 2.12721 -4.12886 0.13885 0.06
H -0.39261 -3.56954 -0.61704 0.07
H -0.91482 -3.26908 1.01737 0.06
H -0.41695 -4.78985 0.50567 0.09
H 1.41980 -2.37907 0.73319 0.09
H 2.49363 -3.50632 2.64875 0.12
H 1.22319 -4.54426 2.77839 0.12
H 0.23292 -3.67074 4.88775 0.10
H 0.13688 -1.87768 5.08649 0.09
H 1.67986 -2.61912 4.82046 0.06
H 2.01077 -5.09785 0.35619 0.07
H 3.00040 -3.85048 0.62788 0.09
```

## three
The following is a quantum chemistry calculation of a cluster of 8 separate species, C24H68N4O12 in total, from the OMol25 dataset.

Summary:
- Charge: 0
- HOMO-LUMO gap: 9.330 eV
- Molar mass: 604.8 g mol⁻¹
- Spin multiplicity: 1
- LUMO level: 0.31 eV
- SMILES: COC[C@H](C)N.COC[C@H](C)N.COC[C@H](C)N.COC[C@H](C)N.OCCO.OCCO.OCCO.OCCO

```
108
Properties=species:S:1:pos:R:3:lowdin_charge:R:1
C 7.93798 0.85315 3.59853 -0.26
C 9.48712 0.95206 3.89148 -0.17
O 10.00841 2.35973 3.75685 -0.09
O 7.40239 -0.46085 3.75549 -0.06
H 7.64544 1.33404 2.66512 0.11
H 7.35420 1.59696 4.14080 0.10
H 10.09029 0.19307 3.39325 0.11
H 9.64853 0.61566 4.91563 0.10
H 9.47525 2.88348 4.35936 0.06
H 6.57947 -0.49135 3.26205 0.08
C -3.95025 7.96763 0.08720 -0.27
C -5.33778 7.49722 -0.47679 -0.25
O -5.24917 6.13244 -0.71700 -0.07
O -3.93525 9.33897 0.26742 -0.06
H -3.03906 7.52718 -0.31756 0.12
H -3.82641 7.60285 1.10686 0.11
H -5.57331 7.97442 -1.42806 0.11
H -6.09758 7.74966 0.26287 0.12
H -6.04546 5.72035 -0.37392 0.09
H -3.74199 9.80405 -0.54986 0.09
C 5.36335 1.44061 -6.11345 -0.25
C 4.75005 0.24780 -6.96815 -0.21
O 3.33207 0.26558 -7.24275 -0.07
O 6.01866 2.35726 -6.94294 -0.08
H 6.25578 1.04219 -5.63083 0.11
H 4.66742 1.93616 -5.43653 0.12
H 4.91112 -0.48626 -6.17864 0.10
H 5.40389 0.08076 -7.82413 0.12
H 3.24776 0.36786 -8.19356 0.07
H 5.29559 2.62961 -7.51268 0.08
C 0.89632 -0.56326 -1.08650 -0.26
C 0.11633 0.62987 -1.51022 -0.26
O -1.04890 0.76128 -0.68416 -0.06
O 1.56589 -0.31877 0.13693 -0.06
H 1.70879 -0.74226 -1.79074 0.12
H 0.30664 -1.47948 -1.05617 0.12
H -0.13249 0.43370 -2.55315 0.11
H 0.66352 1.56915 -1.59047 0.12
H -1.54233 1.53688 -0.96087 0.08
H 0.85728 0.01003 0.69493 0.07
C -5.24417 -5.35432 1.31974 -0.07
C -6.39059 -4.58234 1.83594 -0.47
C -6.38255 -4.61115 3.36102 -0.30
O -6.74809 -5.83030 3.82992 -0.18
C -6.48423 -5.93915 5.27477 -0.04
N -6.41067 -3.20164 1.35230 0.04
H -4.33517 -4.75332 1.34508 0.09
H -5.48709 -5.38003 0.25747 0.08
H -5.10867 -6.35764 1.72358 0.09
H -7.39019 -4.97105 1.64147 0.14
H -7.14639 -3.86480 3.57928 0.12
H -5.41793 -4.25416 3.72181 0.13
H -5.39823 -5.85228 5.30928 0.08
H -6.71530 -6.96009 5.57870 0.09
H -6.93174 -5.11996 5.83759 0.09
H -5.63013 -2.71203 1.76602 0.07
H -5.95916 -3.32255 0.45697 0.06
C -0.26892 1.27233 6.03675 -0.08
C -0.08257 2.71735 6.50194 -0.44
C -0.22562 3.75129 5.28243 -0.16
O 0.82291 3.69225 4.27584 -0.18
C 1.82029 4.65794 4.44846 -0.14
N -1.09940 2.71783 7.46663 0.01
H 0.58208 1.02353 5.40271 0.07
H -1.12924 1.22084 5.36946 0.08
H -0.20692 0.54516 6.84638 0.08
H 0.82927 3.06549 6.98717 0.14
H -0.43209 4.76471 5.62661 0.11
H -1.16083 3.52693 4.76945 0.11
H 1.68165 5.68104 4.09894 0.08
H 2.74841 4.38529 3.94611 0.08
H 2.14442 4.62518 5.48863 0.08
H -1.99419 2.79365 7.00435 0.08
H -0.93852 3.48743 8.10061 0.08
C 1.96683 7.28886 -13.91864 -0.09
C 1.76309 6.19724 -12.86721 -0.42
C 1.49067 6.90674 -11.46592 -0.18
O 1.50683 5.87317 -10.45751 -0.23
C 0.79856 6.27046 -9.23835 -0.08
N 0.71039 5.24532 -13.24678 0.05
H 2.68001 8.03469 -13.56762 0.07
H 1.14667 7.93914 -14.22289 0.08
H 2.41021 6.83859 -14.80676 0.07
H 2.75890 5.76608 -12.76444 0.13
H 0.53425 7.42462 -11.53779 0.12
H 2.24268 7.59919 -11.08762 0.12
H -0.23202 6.57968 -9.41271 0.08
H 1.42715 7.02725 -8.76905 0.08
H 0.82134 5.46040 -8.50940 0.08
H 1.07302 4.68210 -14.00268 0.07
H 0.70098 4.59429 -12.47467 0.06
C -1.25840 -12.67440 6.56593 -0.08
C -1.59217 -11.16724 6.48008 -0.40
C -0.32275 -10.38630 6.09649 -0.20
O -0.55016 -8.99114 5.93526 -0.21
C 0.19457 -8.23697 5.00466 -0.10
N -2.72860 -11.05333 5.52698 0.03
H -0.70986 -12.93763 5.66154 0.07
H -1.95460 -13.48676 6.77445 0.08
H -0.58052 -12.84817 7.40162 0.07
H -2.00940 -10.90433 7.45214 0.13
H 0.10599 -10.82557 5.19576 0.12
H 0.46125 -10.39884 6.85366 0.13
H 0.92799 -7.71984 5.62333 0.08
H -0.39806 -7.43043 4.57295 0.08
H 0.69232 -8.87697 4.27612 0.08
H -2.95649 -10.09290 5.31315 0.06
H -2.50054 -11.42805 4.61722 0.06
```

The most stable of them is one.

## one
The following is a quantum chemistry calculation of an isolated molecule of C2H2IN3O, from the OMol25 dataset.

Summary:
- Charge: 0
- HOMO-LUMO gap: 8.083 eV
- Molar mass: 211.0 g mol⁻¹
- Spin multiplicity: 1
- LUMO level: -0.26 eV

```
9
Properties=species:S:1:pos:R:3:lowdin_charge:R:1
C 0.05903 -1.22798 0.02401 -0.42
C -0.16515 1.34423 -0.00596 -0.28
N -1.17038 -0.79422 -0.00372 0.00
N -1.20433 0.59398 -0.01311 0.04
N 1.03449 -0.35935 0.03991 -0.56
O 0.38406 2.37235 -0.00278 0.17
I 3.01692 -0.60864 -0.01298 0.78
H 0.18789 -2.30215 0.02812 0.11
H -2.14253 0.98178 -0.05349 0.18
```

## two
The following is a quantum chemistry calculation of an isolated molecule of C2H2IN3O, from the OMol25 dataset.

Summary:
- Charge: 0
- HOMO-LUMO gap (spin up / spin down): 7.206 / 7.207 eV
- Molar mass: 211.0 g mol⁻¹
- Spin multiplicity: 1
- LUMO level (spin up / spin down): -0.48 / -0.48 eV

```
9
Properties=species:S:1:pos:R:3:lowdin_charge:R:1
C -0.67538 0.98275 0.05490 -0.20
C -0.21178 -1.35794 -0.07414 -0.24
N 0.54969 1.25758 0.22491 -0.18
N -1.06608 -0.41840 -0.10570 0.11
N 1.37847 0.28940 0.35139 -0.61
O 0.19573 -2.45142 -0.02962 0.19
I 3.32425 0.55779 -0.14928 0.66
H -1.46622 1.69717 0.10417 0.10
H -2.02867 -0.55693 -0.37664 0.17
```

The most stable of them is one.